i) Formula: C6H11NO2
Source: OMol25
Level of theory: wB97M-V/def2-TZVPD

Highest occupied orbital energy (eV): -7.30
Total charge: 0
Frontier orbital gap (eV): 8.1
LUMO (eV): 0.79

XYZ file:
```
20
Properties=species:S:1:pos:R:3:nbo_charge:R:1
C 2.103 -0.274 0.334 -0.653
C 0.580 -0.299 0.889 0.036
C 0.287 1.084 1.571 -0.389
C -0.566 0.733 0.404 0.216
C -0.600 0.125 -1.117 0.062
C -0.425 -1.213 -1.042 -0.318
H 1.998 -1.051 -0.558 0.211
H 2.539 0.761 0.113 0.234
H 2.755 -0.696 1.241 0.216
H 1.105 1.674 1.656 0.220
H -0.308 1.398 2.440 0.226
H -2.186 1.475 0.739 0.484
H -1.664 0.540 -1.450 0.171
H 0.412 0.306 -2.648 0.452
H -1.378 -1.727 -1.194 0.230
H 0.219 -1.728 -1.933 0.205
H 0.708 -2.163 0.691 0.367
N -0.172 -1.507 0.504 -0.590
O -1.743 0.541 0.736 -0.682
O 0.335 0.813 -1.844 -0.698
```



ii) Formula: C6H11NO2
Source: OMol25
Level of theory: wB97M-V/def2-TZVPD

Highest occupied orbital energy (eV): -9.57
Total charge: 0
Frontier orbital gap (eV): 10.2
LUMO (eV): 0.68

XYZ file:
```
20
Properties=species:S:1:pos:R:3:nbo_charge:R:1
C -2.175 -0.599 -0.739 -0.630
C -1.288 0.117 0.268 0.254
O -2.060 0.821 1.217 -0.712
C -0.246 -0.803 0.933 -0.408
C 0.792 -0.298 -0.092 -0.295
C -0.127 0.906 -0.393 -0.440
C 2.189 -0.068 0.422 0.656
N 3.059 0.559 -0.388 -0.853
H -1.571 -1.098 -1.510 0.212
H -2.787 -1.358 -0.231 0.222
H -2.841 0.118 -1.243 0.203
H -2.745 1.322 0.764 0.465
H -0.006 -0.451 1.945 0.236
H -0.464 -1.878 0.961 0.214
H 0.861 -0.978 -0.955 0.233
H -0.250 1.213 -1.440 0.206
H 0.129 1.779 0.223 0.217
O 2.695 -0.852 1.246 -0.611
H 2.832 1.496 -0.693 0.402
H 4.002 0.053 -0.296 0.429
```



iii) Formula: C6H11NO2
Source: OMol25
Level of theory: wB97M-V/def2-TZVPD

Highest occupied orbital energy (eV): -8.71
Total charge: 0
Frontier orbital gap (eV): 9.3
LUMO (eV): 0.62

XYZ file:
```
20
Properties=species:S:1:pos:R:3:nbo_charge:R:1
C 0.614 0.301 -0.670 -0.162
C -0.163 -1.900 0.029 -0.415
C -0.027 -0.187 1.708 -0.409
C 1.415 1.482 -0.132 -0.613
N -0.184 -0.478 0.300 -0.401
C -0.518 0.766 -1.574 0.516
C -1.756 0.317 -0.792 0.337
O -0.463 1.372 -2.605 -0.491
O -2.526 -0.564 -1.097 -0.591
H 1.301 -0.360 -1.214 0.224
H -2.011 1.072 -0.016 0.109
H 0.949 -0.504 2.095 0.182
H -0.905 -2.390 0.657 0.216
H -0.442 -2.074 -1.009 0.224
H 0.821 -2.343 0.223 0.183
H -0.803 -0.720 2.256 0.214
H -0.153 0.877 1.891 0.207
H 2.175 1.154 0.573 0.218
H 0.771 2.214 0.348 0.211
H 1.905 1.966 -0.973 0.241
```



Stability summary - winner: ii); margin: 88.5 kJ/mol.



i) Formula: C8H8N4O4
Source: OMol25
Level of theory: wB97M-V/def2-TZVPD

Highest occupied orbital energy (eV): -9.31
Total charge: 0
Frontier orbital gap (eV): 9.8
LUMO (eV): 0.47

XYZ file:
```
24
Properties=species:S:1:pos:R:3:nbo_charge:R:1
C -0.623 -2.112 -0.231 0.632
C -0.813 -3.512 -0.361 -0.405
C 0.111 -4.208 -1.152 0.100
C 1.158 -2.275 -1.808 0.772
C -0.157 3.857 1.369 0.645
C -1.278 3.264 2.108 -0.424
C -1.358 1.908 2.149 0.093
C 0.186 1.652 0.288 0.811
H 0.583 -0.641 -0.815 0.465
H -1.703 -3.973 0.107 0.249
H 0.099 -5.389 -1.154 0.226
H 1.616 -3.913 -2.582 0.435
H 1.170 3.338 -0.041 0.434
H -1.788 3.875 2.914 0.249
H -1.911 1.161 2.686 0.227
H -0.838 0.108 1.292 0.457
N 0.405 -1.659 -0.913 -0.630
N 1.029 -3.645 -1.848 -0.593
N 0.492 2.895 0.602 -0.624
N -0.700 1.093 1.222 -0.598
O -1.388 -1.416 0.481 -0.692
O 1.847 -1.580 -2.463 -0.590
O 0.248 5.019 1.249 -0.589
O 0.648 0.878 -0.520 -0.649
```



ii) Formula: C8H8N4O4
Source: OMol25
Level of theory: wB97M-V/def2-TZVPD

Highest occupied orbital energy (eV): -9.91
Total charge: 0
Frontier orbital gap (eV): 10.0
LUMO (eV): 0.07

XYZ file:
```
24
Properties=species:S:1:pos:R:3:nbo_charge:R:1
C -2.026 -1.268 -0.454 0.656
C -2.470 0.959 -1.175 0.072
C -2.625 -0.339 -1.488 -0.393
C -1.764 0.605 1.074 0.772
C 1.890 1.347 -0.535 0.660
C 2.240 -0.857 -1.499 0.077
C 2.168 0.406 -1.647 -0.360
C 2.012 -0.696 0.949 0.754
H -1.207 -1.222 1.379 0.467
H -2.520 -0.725 -2.462 0.249
H -2.501 1.812 -1.869 0.216
H -1.984 2.576 0.202 0.436
H 2.058 1.143 1.563 0.426
H 1.785 0.634 -2.774 0.245
H 2.331 -1.509 -2.235 0.211
H 1.958 -2.463 0.063 0.443
N -1.852 -0.602 0.687 -0.644
N -1.927 1.594 0.039 -0.608
N 2.212 0.668 0.680 -0.661
N 2.011 -1.380 -0.113 -0.597
O -1.550 -2.470 -0.622 -0.619
O -1.612 0.854 2.283 -0.605
O 1.536 2.483 -0.453 -0.545
O 1.679 -1.259 2.008 -0.652
```



Stability summary - winner: i); margin: 242.1 kJ/mol.



i) Formula: C8H8N4O4
Source: OMol25
Level of theory: wB97M-V/def2-TZVPD

Highest occupied orbital energy (eV): -9.34
Total charge: 0
Frontier orbital gap (eV): 9.7
LUMO (eV): 0.32

XYZ file:
```
24
Properties=species:S:1:pos:R:3:nbo_charge:R:1
C -2.451 1.100 -0.025 0.624
C -3.799 1.545 -0.145 -0.386
C -4.847 0.670 -0.150 0.080
C -3.272 -1.194 0.028 0.779
C 4.638 -0.249 0.011 0.670
C 4.236 1.144 -0.006 -0.413
C 2.999 1.562 0.075 0.074
C 2.025 -0.666 -0.026 0.807
H -1.374 -0.664 0.078 0.441
H -3.846 2.534 -0.653 0.242
H -5.854 0.883 -0.093 0.211
H -5.387 -1.134 0.243 0.422
H 3.599 -2.050 -0.078 0.424
H 5.025 1.972 -0.200 0.236
H 2.721 2.569 0.181 0.216
H 1.055 1.216 0.527 0.441
N -2.285 -0.229 0.220 -0.633
N -4.492 -0.671 0.070 -0.605
N 3.371 -1.036 -0.089 -0.688
N 1.967 0.745 0.274 -0.619
O -1.561 1.905 -0.021 -0.607
O -3.202 -2.351 0.031 -0.567
O 5.754 -0.693 -0.088 -0.556
O 1.127 -1.417 -0.159 -0.592
```



ii) Formula: C8H8N4O4
Source: OMol25
Level of theory: wB97M-V/def2-TZVPD

Highest occupied orbital energy (eV): -9.97
Total charge: 0
Frontier orbital gap (eV): 9.7
LUMO (eV): -0.28

XYZ file:
```
24
Properties=species:S:1:pos:R:3:nbo_charge:R:1
C 0.647 1.719 -2.756 0.636
C -0.038 1.589 -1.441 -0.393
C -0.699 0.458 -1.276 0.009
C 0.607 -0.657 -2.988 0.777
C -1.356 -1.447 2.677 0.643
C -1.793 -0.426 1.700 -0.414
C -0.937 0.563 1.351 0.069
C 0.710 -0.017 2.967 0.787
H 1.623 0.824 -4.047 0.454
H -0.144 2.361 -0.547 0.240
H -1.491 -0.067 -0.531 0.263
H -0.927 -1.435 -1.899 0.414
H 0.222 -1.630 3.999 0.430
H -2.706 -0.692 1.040 0.243
H -0.981 1.207 0.456 0.229
H 0.885 1.463 1.713 0.425
N 0.916 0.608 -3.302 -0.612
N -0.447 -0.642 -2.121 -0.594
N -0.177 -1.076 3.262 -0.644
N 0.258 0.745 1.948 -0.599
O 1.175 2.768 -3.197 -0.606
O 1.106 -1.748 -3.353 -0.591
O -1.878 -2.501 2.925 -0.572
O 1.701 0.209 3.614 -0.592
```



Stability summary - winner: i); margin: 132.5 kJ/mol.



i) Formula: C3H5BrS
Source: OMol25
Level of theory: wB97M-V/def2-TZVPD

Highest occupied orbital energy (eV): -9.11
Total charge: 0
Frontier orbital gap (eV): 9.8
LUMO (eV): 0.66

XYZ file:
```
10
Properties=species:S:1:pos:R:3:nbo_charge:R:1
C -0.803 1.193 -1.294 -0.413
C -1.087 0.276 -0.396 -0.071
C -0.056 -0.385 0.424 -0.524
S 0.301 -2.033 -0.471 -0.079
Br -2.874 -0.172 0.194 0.042
H -1.642 1.514 -1.989 0.226
H 0.200 1.490 -1.413 0.219
H 0.884 0.027 0.309 0.222
H -0.117 -0.615 1.463 0.240
H -0.780 -1.821 -1.278 0.138
```



ii) Formula: C3H5BrS
Source: OMol25
Level of theory: wB97M-V/def2-TZVPD

Highest occupied orbital energy (eV): -9.09
Total charge: 0
Frontier orbital gap (eV): 9.6
LUMO (eV): 0.50

XYZ file:
```
10
Properties=species:S:1:pos:R:3:nbo_charge:R:1
C 0.165 -1.121 0.857 -0.539
C -0.456 -0.064 0.082 -0.071
C 0.318 0.984 -0.685 -0.661
S -0.599 -1.870 -0.616 0.095
Br -2.205 0.854 0.374 0.026
H 1.315 -1.121 0.927 0.229
H -0.144 -1.364 1.830 0.235
H -0.294 1.319 -1.595 0.235
H 1.232 0.597 -1.085 0.222
H 0.667 1.786 -0.089 0.228
```



iii) Formula: C3H5BrS
Source: OMol25
Level of theory: wB97M-V/def2-TZVPD

Highest occupied orbital energy (spin up / spin down) (eV): -8.40 / -8.39
Total charge: 0
Frontier orbital gap (spin up / spin down) (eV): 6.6 / 6.6
LUMO (spin up / spin down) (eV): -1.77 / -1.78

XYZ file:
```
10
Properties=species:S:1:pos:R:3:nbo_charge:R:1
C 0.672 1.929 -0.473 -0.437
C 0.503 0.746 -0.927 0.018
C -0.358 -1.478 0.057 -0.753
S -0.353 -0.536 -1.521 0.527
Br 3.059 -0.396 0.234 -0.665
H 1.580 2.328 -0.119 0.285
H -0.069 2.583 -0.126 0.254
H 0.647 -1.424 0.522 0.298
H -0.648 -2.539 0.130 0.256
H -0.947 -0.905 0.651 0.216
```



iv) Formula: C3H5BrS
Source: OMol25
Level of theory: wB97M-V/def2-TZVPD

Highest occupied orbital energy (eV): -9.03
Total charge: 0
Frontier orbital gap (eV): 9.8
LUMO (eV): 0.79

XYZ file:
```
10
Properties=species:S:1:pos:R:3:nbo_charge:R:1
C -0.056 0.893 1.068 -0.496
C 0.475 0.085 -0.073 -0.202
C -0.433 -0.837 -0.880 -0.618
S 0.266 1.892 -0.432 0.121
Br 2.230 -0.492 0.030 0.087
H -1.163 0.813 1.390 0.226
H 0.530 0.864 1.908 0.220
H -0.394 -0.750 -1.932 0.227
H -1.368 -0.647 -0.482 0.217
H -0.087 -1.821 -0.597 0.218
```



Stability summary - winner: iv); margin: 14.7 kJ/mol.



i) Formula: C2H8N4O
Source: OMol25
Level of theory: wB97M-V/def2-TZVPD

Highest occupied orbital energy (spin up / spin down) (eV): -19.38 / -19.57
Total charge: +2
Frontier orbital gap (spin up / spin down) (eV): 8.7 / 9.1
LUMO (spin up / spin down) (eV): -10.73 / -10.46

XYZ file:
```
15
Properties=species:S:1:pos:R:3:nbo_charge:R:1
C -1.064 1.027 0.484 0.331
C 0.899 1.333 1.952 0.560
N 0.052 1.163 1.007 -0.426
N -1.401 0.276 -0.527 -0.379
N -0.101 -1.521 -0.948 -0.214
N 0.517 -1.417 -2.176 -0.583
O 0.902 0.701 3.111 -0.549
H -2.001 1.577 0.896 0.287
H 1.667 2.060 1.683 0.226
H -2.222 -0.286 -0.632 0.422
H -0.985 -1.982 -0.839 0.382
H 1.540 -1.697 -2.147 0.475
H 0.448 -0.406 -2.567 0.485
H 0.238 -1.987 -2.966 0.450
H 1.510 1.160 3.668 0.533
```



ii) Formula: C2H8N4O
Source: OMol25
Level of theory: wB97M-V/def2-TZVPD

Highest occupied orbital energy (spin up / spin down) (eV): -17.76 / -17.76
Total charge: +2
Frontier orbital gap (spin up / spin down) (eV): 8.3 / 8.3
LUMO (spin up / spin down) (eV): -9.47 / -9.47

XYZ file:
```
15
Properties=species:S:1:pos:R:3:nbo_charge:R:1
C 0.518 -1.001 0.321 0.352
C -1.497 0.443 0.414 0.099
N 4.225 -0.048 -0.390 -0.355
N 2.191 0.615 0.419 -0.241
N 3.182 0.337 -0.079 0.338
N -2.714 0.244 -0.364 -0.720
O -0.465 -0.411 -0.268 -0.420
H 0.521 -0.945 1.365 0.216
H 0.987 -1.814 -0.334 0.275
H -1.183 1.354 0.083 0.240
H -1.581 0.206 1.487 0.266
H 5.039 -0.041 -0.941 0.482
H -2.530 0.477 -1.347 0.473
H -3.378 -0.569 -0.367 0.497
H -3.317 1.154 0.000 0.499
```



Stability summary - winner: ii); margin: 25.8 kJ/mol.